Formula: C4H12NPS2
Source: the OMol25 dataset
Level of theory: wB97M-V/def2-TZVPD

CARTESIAN COORDINATES (ANGSTROEM)
S (0.9132, 1.3880, -0.8746)
C (-1.0391, -0.9375, -1.6003)
H (0.3563, 3.4018, -2.0591)
H (-0.5732, 3.4096, -0.6136)
H (1.3424, -2.1968, -0.2915)
H (0.9500, 0.2629, 2.6284)
S (-2.1746, 0.8934, 0.4468)
H (0.3427, -1.4060, 3.1178)
H (-0.6979, -0.0502, 2.5166)
P (-0.4956, 0.0522, -0.2088)
H (1.8678, -2.4286, 1.3826)
H (-1.6394, -1.7930, -1.1675)
C (-0.2160, 2.7166, -1.4238)
H (-1.1252, 2.3596, -1.8826)
H (-0.1789, -1.1884, -2.1151)
H (-1.8256, -0.3950, -2.1775)
N (0.2599, -0.9929, 0.9287)
H (2.2339, -0.8781, 0.4213)
C (1.5074, -1.6829, 0.6048)
C (0.1920, -0.5346, 2.3674)

Lowest unoccupied orbital energy (eV): 0.65
Net charge: 0
Multiplicity: 1
SMILES: CS[P@](C)(=S)N(C)C
Energy relative to the best compared isomer or geometry (same formula, charge and spin) (kJ/mol): 115.3

---

Formula: C7H31B2N7NiO4
Source: the OMol25 dataset
Level of theory: wB97M-V/def2-TZVPD

CARTESIAN COORDINATES (ANGSTROEM)
H (2.6417, 0.9663, 1.3100)
H (-2.3045, 0.7775, -0.8448)
N (0.8275, -3.4703, 0.8530)
H (2.2002, -2.1079, -0.2034)
C (-2.6805, -1.4669, 0.0477)
H (-1.6581, 3.5976, -2.4778)
H (0.5484, -2.7588, 0.1928)
H (-1.0343, 5.1456, -2.2107)
H (0.2571, -0.3941, -2.6779)
H (1.8704, -1.1204, -2.5076)
O (2.6842, -4.4724, 1.6866)
C (-2.3974, -0.2436, 2.3244)
H (-0.1704, -0.4070, -1.1294)
H (-2.6710, 0.6437, 2.8953)
H (-0.4376, 0.2868, -4.1128)
B (0.7475, -0.4017, -0.5621)
Ni (-0.1931, 1.0332, 0.8042)
N (2.7091, -2.9193, 0.1170)
O (1.6022, -0.5079, -5.4981)
H (-2.8716, -1.0798, 2.8383)
C (-2.8662, -0.1264, 0.8507)
O (-0.1717, 2.7092, -0.5865)
H (3.6965, -3.1255, 0.1684)
C (2.0733, -3.6509, 0.9538)
C (1.3442, -0.6019, -4.3146)
N (-2.1905, 0.9196, 0.1486)
H (-3.3118, -2.2664, 0.4354)
H (3.0173, -1.6208, -3.7333)
H (0.0375, 5.8078, -0.7739)
H (0.5293, -0.7977, 0.4176)
N (-1.1615, 4.2115, -1.8481)
H (1.1436, 0.6996, 2.2021)
C (-0.4319, 3.8711, -0.8107)
H (0.0969, -3.8335, 1.4484)
O (-1.0323, -0.4121, 2.3616)
H (1.1894, 0.5779, -0.4656)
H (-2.9044, 1.6223, 0.2775)
N (2.1054, -1.2692, -3.4785)
H (-3.8742, 0.2333, 0.6442)
H (-2.9182, -1.3508, -1.0097)
B (1.8640, 1.4395, 1.8892)
H (0.6358, -1.2218, 3.3207)
H (2.2457, 1.9353, 2.7682)
N (0.2724, -0.2881, -3.6822)
C (-0.4115, -1.0271, 3.5515)
H (-1.6792, -1.8933, -0.0143)
H (-0.2377, -0.4388, 4.4526)
H (-0.8552, -1.9739, 3.8593)
H (1.0419, 4.7416, 0.2524)
H (1.3308, 2.1495, 1.2761)
H (1.4865, -1.0307, -1.0337)
N (0.2659, 4.9099, -0.3717)

Lowest unoccupied orbital energy (alpha / beta) (eV): -3.01 / -8.72
Net charge: +1
Expectation value of S²: 3.762
Multiplicity: 4

---

Formula: CH2N2OS
Source: the OMol25 dataset
Level of theory: wB97M-V/def2-TZVPD

CARTESIAN COORDINATES (ANGSTROEM)
N (-0.8984, -0.2425, -0.1411)
C (-2.0588, -0.0340, -0.0477)
H (1.9770, 0.6421, 1.1992)
H (1.4766, -0.7217, -1.1166)
S (-3.6583, 0.2020, 0.0172)
O (1.8845, 0.6657, 0.1933)
N (1.2773, -0.5117, -0.1043)

Lowest unoccupied orbital energy (alpha / beta) (eV): -2.61 / -3.51
Net charge: 0
Multiplicity: 1
Energy relative to the best compared isomer or geometry (same formula, charge and spin) (kJ/mol): 367.3

---

Formula: C47H36BIN3O7PSZr
Source: the OMol25 dataset
Level of theory: wB97M-V/def2-TZVPD

CARTESIAN COORDINATES (ANGSTROEM)
H (6.0256, 2.5162, 2.0820)
H (4.6669, 1.2697, -2.3323)
H (5.0678, 4.7690, 1.7470)
C (4.9555, 2.6587, 2.0136)
B (0.5073, -2.1305, -2.0556)
H (-1.4114, 2.3261, 2.9785)
O (-0.3012, -1.1328, -2.6501)
H (5.8003, -2.4704, 0.1232)
C (0.3008, 4.4467, 1.3293)
C (4.0916, 1.5680, 2.2428)
N (2.5280, -2.0501, 0.5461)
C (0.0357, 2.6171, -1.2736)
C (-1.3703, -1.6224, -6.1439)
C (3.0264, 4.0805, 1.7011)
C (2.4800, 5.3861, 1.6112)
H (-3.7200, 2.7156, 3.7249)
H (4.6235, -3.7925, 0.3357)
H (-1.9142, -0.0868, -4.7058)
H (-2.7374, 2.3397, -1.1017)
H (-5.5519, 2.8867, 2.0638)
C (-0.5321, -1.5401, -3.9471)
C (-4.5283, -0.7518, 2.3165)
I (1.5392, 0.2329, 2.9737)
H (-6.0312, -1.4899, -1.2134)
C (3.7502, -1.8534, 0.1298)
C (-3.5046, 2.6387, 2.6666)
C (-2.2033, 2.4288, 2.2463)
C (2.1570, 2.9578, 1.7232)
C (1.3641, -6.2407, 4.0948)
C (1.1351, 4.0479, -2.8819)
H (-6.5618, -0.7854, 2.9906)
C (0.1210, -3.3756, -5.3670)
C (3.6580, 1.3862, -1.9426)
C (0.9421, 3.6332, -1.5714)
C (0.7835, 3.1629, 1.3656)
C (-0.6577, 2.0118, -2.3225)
H (-1.0191, 1.9587, -4.4304)
C (-0.6553, -2.7949, -6.3681)
Zr (0.5440, -0.9884, -0.0022)
H (-0.7171, -3.2769, -7.3347)
H (1.8466, 4.8373, -3.0902)
C (-4.5319, 2.7344, 1.7344)
C (-1.3261, -0.9696, -4.9135)
O (0.8104, -3.0944, -3.0033)
H (0.7103, 6.5632, 1.4925)
C (4.4272, 3.8981, 1.8135)
C (-0.8913, -5.4083, 4.0740)
H (3.1565, 6.2318, 1.6427)
H (4.5006, 0.6195, 2.5644)
S (-2.9545, -1.2459, -1.2264)
C (-1.9053, 2.3357, 0.8847)
C (3.2454, 0.2135, -1.1140)
H (2.0974, -6.9519, 4.4528)
N (2.4117, -3.1162, 1.4449)
C (-4.2463, 2.6250, 0.3841)
O (-3.0889, -0.1498, -2.1520)
C (0.7969, -4.3433, 2.7304)
H (-0.2429, -7.0884, 5.2382)
C (0.4266, 3.4549, -3.9152)
H (-1.2403, -3.7057, 2.8010)
H (-1.3528, 1.2028, -2.1292)
C (-3.7192, -0.8900, 1.2039)
H (4.9507, -2.7186, 1.6697)
H (5.1247, -0.7223, -1.0838)
N (-1.7583, -0.9507, -0.1341)
H (-7.5091, -1.2470, 0.7727)
H (3.6113, 2.2895, -1.3283)
C (-0.4708, 2.4358, -3.6296)
P (-0.1917, 1.9154, 0.4100)
H (-0.7330, 4.6146, 1.0535)
C (-4.2617, -1.1539, -0.0359)
C (-2.2372, -0.7685, 1.1285)
H (-1.9170, -5.4671, 4.4147)
C (-2.9369, 2.4306, -0.0424)
O (-1.4956, -0.5155, 2.0698)
C (1.7394, -5.2579, 3.1959)
C (4.8583, -2.7582, 0.5840)
O (1.9982, 0.2338, -0.7202)
C (4.1009, -0.7740, -0.7446)
C (0.1560, -2.7216, -4.1569)
O (-2.8423, -2.5684, -1.7673)
C (0.0481, -6.3176, 4.5361)
C (-5.8988, -0.8858, 2.1411)
C (1.1349, 5.5686, 1.5194)
H (1.5208, 4.1108, -0.7925)
H (0.5756, 3.7788, -4.9372)
H (-5.0399, 2.6866, -0.3494)
H (-1.9843, -1.2156, -6.9365)
C (2.7384, 1.7235, 2.1364)
H (0.6614, -4.2992, -5.5212)
C (1.1799, -3.2788, 1.7767)
O (0.2187, -2.5151, 1.3099)
H (2.7588, -5.1851, 2.8425)
C (-6.4371, -1.1472, 0.8823)
C (-0.5197, -4.4221, 3.1717)
H (2.9517, 1.5203, -2.7639)
H (-4.0908, -0.5413, 3.2833)
C (-5.6206, -1.2855, -0.2339)

Lowest unoccupied orbital energy (eV): -0.24
Net charge: 0
Multiplicity: 1
Energy relative to the best compared isomer or geometry (same formula, charge and spin) (kJ/mol): 0.0

---

Formula: C25H29N3O3
Source: the OMol25 dataset
Level of theory: wB97M-V/def2-TZVPD

CARTESIAN COORDINATES (ANGSTROEM)
C (5.2141, -2.7191, 3.6101)
C (-3.8086, 1.1644, 0.8796)
H (-3.4769, 3.1195, 1.7530)
O (1.7546, -2.8409, 1.3364)
H (-2.0035, -0.3591, 4.0956)
C (-3.0226, 0.3681, 1.9098)
C (0.8215, -0.4480, -1.9288)
H (-2.0345, 0.2663, -1.9327)
H (0.4767, -0.5738, 3.7393)
H (-1.4698, 0.2653, -0.2486)
H (0.2718, 1.7522, -6.8813)
H (-4.2920, 0.9533, -1.2100)
C (2.0414, -0.7513, 0.1304)
N (-1.9066, 2.1615, -1.1018)
H (4.2213, -2.3624, 0.3947)
C (-1.4154, 0.4390, 3.6311)
C (-0.2716, 1.6815, -2.8848)
C (-3.6031, 0.5105, -0.4899)
C (-0.5962, 2.0284, -4.1785)
C (0.3483, -1.7534, -1.8218)
H (-0.4418, -0.9149, 2.2677)
C (1.6876, 0.0318, -0.9514)
H (-1.8719, 3.9019, 0.0199)
H (-0.3095, -2.1371, -2.5861)
C (0.6999, -2.5442, -0.7481)
C (2.9172, -2.7474, 2.0523)
H (-4.1697, 3.1260, 0.1219)
H (-0.5207, 3.5069, -1.8344)
H (-4.8612, 1.0658, 1.1711)
C (-0.1669, -0.1398, 2.9793)
C (4.1555, -2.5164, 1.4620)
H (-1.3291, 0.9964, -6.7221)
C (3.9823, -2.9662, 4.1933)
H (0.3822, 0.6399, 2.4552)
H (2.6943, -0.3576, 0.8963)
H (-1.2926, 2.4709, 0.8983)
C (-0.2854, 0.9420, -6.4064)
O (-3.1245, -0.8260, 2.0314)
H (0.1364, -0.0133, -6.7115)
C (1.5383, -2.0429, 0.2435)
H (0.3207, -3.5491, -0.6477)
N (-0.1842, 1.0248, -4.9787)
C (-0.5708, 2.4316, -1.6324)
H (2.0993, 1.0269, -1.0398)
H (-3.7963, -0.5604, -0.4216)
N (0.3784, 0.0421, -4.2848)
H (6.2538, -2.3211, 1.7818)
H (1.8688, -3.1763, 3.8584)
H (6.1079, -2.7040, 4.2151)
O (-2.2318, 1.1215, 2.6776)
C (-2.0481, 2.8336, 0.1791)
C (-2.1716, 0.7403, -0.9591)
H (-1.1585, 1.1962, 4.3751)
H (3.9126, -3.1463, 5.2559)
H (0.1941, 2.1879, -0.8747)
C (-3.4399, 2.6418, 0.7734)
C (5.2949, -2.5001, 2.2454)
H (-1.0814, 2.9009, -4.5668)
C (0.3471, 0.4123, -3.0123)
C (2.8360, -2.9801, 3.4221)

Lowest unoccupied orbital energy (eV): 0.79
Net charge: 0
Multiplicity: 1
SMILES: CCOC(=O)C1CCN(Cc2cn(C)nc2-c2ccc(Oc3ccccc3)cc2)CC1
Energy relative to the best compared isomer or geometry (same formula, charge and spin) (kJ/mol): 290.5

---

Formula: CBr2ClNP
Source: the OMol25 dataset
Level of theory: wB97M-V/def2-TZVPD

CARTESIAN COORDINATES (ANGSTROEM)
C (-1.7365, -0.2765, -0.0874)
P (0.0269, -0.0220, -0.2943)
Cl (3.5027, 0.4489, -1.4966)
N (-2.8578, -0.4213, 0.0490)
Br (0.8080, -1.6332, 1.0268)
Br (0.2566, 1.9040, 0.8025)

Lowest unoccupied orbital energy (alpha / beta) (eV): -10.18 / -7.78
Net charge: +1
Multiplicity: 1
Energy relative to the best compared isomer or geometry (same formula, charge and spin) (kJ/mol): 240.0

---

Formula: H22O11
Source: the OMol25 dataset
Level of theory: wB97M-V/def2-TZVPD

CARTESIAN COORDINATES (ANGSTROEM)
O (-0.0595, 0.4596, 3.5105)
H (-2.7301, -0.4922, 4.4847)
H (-3.8556, -0.0928, 0.7659)
O (4.9862, 2.1530, -3.6579)
H (0.8621, 0.7376, 3.5584)
H (-2.6089, -2.5572, 1.5178)
H (-1.2782, 3.9850, -1.2746)
H (-4.4298, -1.4653, 1.0767)
O (0.4836, 1.2657, -0.4465)
H (0.2626, -2.1742, -0.7872)
O (-0.3093, -2.1510, -1.5626)
H (3.6235, -1.5134, -2.2725)
O (1.8259, -2.7746, 2.3878)
H (0.4273, 2.6272, -3.2685)
H (0.1947, -1.6462, -2.2108)
O (2.7958, -1.1197, -1.9744)
O (-3.4304, -3.0289, 1.6956)
H (-0.2262, 3.9457, -2.8884)
H (2.2473, -3.0980, 1.5835)
H (1.2183, 0.7790, -0.8367)
H (-0.0379, -0.3297, 2.9578)
O (-1.8721, -0.5301, 4.0473)
O (-0.2527, 3.2481, -3.5530)
H (-1.9610, 0.0767, 3.3037)
O (-0.4357, 3.5756, -1.0473)
H (0.2133, 0.7220, 0.3020)
H (1.2135, -3.4781, 2.6308)
H (4.2936, 2.7621, -3.9375)
H (-3.6234, -3.4838, 0.8681)
O (-3.8357, -1.0098, 0.4696)
H (4.5052, 1.4113, -3.2739)
H (2.7256, -1.3914, -1.0523)
H (-0.2035, 3.9718, -0.1999)

Lowest unoccupied orbital energy (eV): -0.47
Net charge: 0
Multiplicity: 1
SMILES: O.O.O.O.O.O.O.O.O.O.O
Energy relative to the best compared isomer or geometry (same formula, charge and spin) (kJ/mol): 369.3

---

Formula: C20H60O10
Source: the OMol25 dataset
Level of theory: wB97M-V/def2-TZVPD

CARTESIAN COORDINATES (ANGSTROEM)
H (-6.6475, -20.6170, 23.9981)
C (-7.8106, -21.6311, 28.5715)
O (-10.6889, -28.6472, 22.7679)
H (-4.1182, -27.2868, 26.0629)
H (-4.2343, -25.5162, 26.0103)
H (-7.3097, -19.9268, 27.3516)
O (-9.0491, -21.9906, 27.9361)
C (-10.5292, -22.3550, 21.8298)
H (-8.7947, -21.4819, 30.4425)
H (-7.8482, -20.5639, 20.7877)
H (-9.2582, -26.3373, 23.8574)
H (-7.5304, -24.9228, 25.0418)
H (-1.8173, -20.9503, 28.2540)
H (-8.0898, -23.0667, 30.0912)
H (-5.6925, -22.2736, 22.2574)
H (-5.0093, -24.7495, 28.3316)
C (-7.6894, -24.0548, 25.6863)
H (-11.5448, -23.2060, 26.8030)
H (-11.1042, -24.7113, 28.7471)
H (-4.5946, -22.0162, 26.0990)
H (-3.1767, -20.9187, 26.2117)
C (-7.5366, -20.1320, 28.4015)
H (-5.4526, -23.7121, 21.2342)
H (-6.7969, -18.9887, 22.1333)
H (-9.1637, -23.3364, 24.5621)
C (-8.8694, -18.6122, 22.3130)
H (-12.6313, -24.8133, 30.6565)
O (-3.4861, -26.0406, 28.9311)
C (-2.0582, -22.0183, 28.3727)
H (-12.4166, -27.2605, 21.6360)
C (-11.4465, -26.9305, 21.2627)
H (-10.1099, -28.8686, 23.5134)
H (-8.8086, -22.3554, 22.6625)
C (-11.8966, -23.9391, 28.8425)
C (-7.9295, -21.9952, 29.9924)
H (-4.3587, -20.4658, 28.4666)
C (-3.4771, -22.2256, 27.9283)
C (-5.6743, -23.3702, 22.2523)
H (-7.3820, -19.1094, 24.6088)
O (-11.3304, -22.7929, 29.5752)
H (-2.8848, -26.3206, 25.1926)
H (-8.7777, -17.6848, 22.8952)
O (-9.6576, -22.8238, 22.8020)
H (-10.2883, -25.2444, 22.9343)
H (-10.8107, -21.3178, 22.0152)
C (-3.9589, -26.4155, 25.4343)
H (-1.3413, -22.5862, 27.7719)
H (-11.0369, -26.3589, 24.0702)
H (-3.7896, -23.2619, 28.0538)
H (-6.6640, -23.7207, 22.5297)
H (-7.6119, -24.3712, 26.7218)
H (-9.7944, -19.0942, 22.6331)
H (-4.9281, -25.6851, 23.8188)
C (-10.3568, -27.2947, 22.2583)
H (-6.7428, -19.7935, 29.0621)
H (-8.9260, -22.3402, 27.0102)
H (-3.9311, -23.3931, 23.1164)
C (-4.8650, -25.7272, 28.8130)
H (-10.0875, -22.4388, 20.8355)
H (-8.9428, -18.3360, 21.2566)
O (-4.7483, -23.8812, 23.1865)
C (-12.3948, -23.5490, 27.4151)
H (-3.0457, -25.2664, 29.2870)
C (-13.0146, -24.4621, 29.6988)
H (-8.3948, -20.5157, 24.2376)
H (-11.4949, -25.8531, 21.0974)
H (-13.5617, -25.2669, 29.2017)
C (-10.2226, -26.2554, 23.3536)
H (-9.3945, -27.3548, 21.7134)
O (-9.0071, -23.5011, 25.5278)
H (-5.3158, -26.4720, 28.1573)
O (-4.4363, -21.3851, 28.7434)
C (-3.5541, -21.9229, 26.4304)
H (-1.9360, -22.2560, 29.4309)
O (-4.7727, -26.5732, 24.2151)
C (-7.5071, -19.9472, 23.9347)
H (-5.3669, -25.7741, 29.7821)
H (-2.9711, -22.6342, 25.8157)
H (-11.4084, -22.9827, 21.8878)
H (-13.7102, -23.6420, 29.8992)
C (-7.6843, -19.5125, 22.5212)
H (-13.0757, -22.6910, 27.4804)
H (-10.5853, -22.4279, 29.0481)
H (-6.8839, -23.3171, 25.4995)
H (-6.9570, -22.2283, 28.2079)
H (-7.0438, -21.6831, 30.5454)
O (-7.8315, -20.7764, 21.7311)
H (-11.2703, -27.4312, 20.3104)
H (-8.4588, -19.6189, 28.6793)
H (-12.8775, -24.3819, 26.8959)

Lowest unoccupied orbital energy (eV): 0.05
Net charge: 0
Multiplicity: 1
SMILES: CC(C)O.CC(C)O.CC(C)O.CC(C)O.CC(C)O.CO.CO.CO.CO.CO
Energy relative to the best compared isomer or geometry (same formula, charge and spin) (kJ/mol): 96.9